#1
{"formula": "C3H5FS", "method": "ωB97M-V/def2-TZVPD", "elements": ["C", "H", "F", "H", "H", "S", "C", "H", "H", "C"], "coordinates": [[0.477, -0.507, 0.779], [-0.697, 1.561, 0.025], [-1.183, -1.480, -0.523], [-2.029, 0.863, -1.069], [0.626, -1.525, 0.841], [1.898, -0.417, -0.503], [-1.282, 0.776, -0.384], [2.184, 0.840, -0.777], [0.757, 0.267, 1.615], [-0.750, -0.378, -0.005]], "mulliken_charge": [-0.73, 0.23, -0.25, 0.37, 0.34, -0.21, -0.86, 0.12, 0.33, 0.65], "orbital_gap_ev": 9.8, "homo_energy_ev": -9.021, "smiles": "C=C(F)CS"}

=====

#2
{"formula": "C3H5FS", "method": "ωB97M-V/def2-TZVPD", "elements": ["S", "H", "C", "F", "H", "C", "H", "H", "C", "H"], "coordinates": [[-0.054, 0.279, -0.899], [0.468, -1.302, -2.558], [-0.225, 0.377, 0.832], [-0.951, 2.416, 0.805], [-1.272, 1.455, 2.433], [0.886, -1.219, -1.423], [0.206, -1.829, -0.524], [-0.307, -0.614, 1.440], [-0.912, 1.388, 1.513], [2.162, -0.950, -1.617]], "mulliken_charge": [-0.05, 0.25, -0.22, -0.22, 0.44, -0.65, 0.23, 0.18, -0.22, 0.26], "orbital_gap_ev": 8.7, "homo_energy_ev": -7.907, "smiles": "CS/C=C\\F"}

=====

Stability summary: most stable #1, least stable #2.

=====

#1
{"formula": "C4H9O2", "method": "ωB97M-V/def2-TZVPD", "elements": ["H", "O", "H", "C", "H", "H", "H", "H", "H", "C", "H", "O", "C", "C", "H"], "coordinates": [[-2.355, -1.152, 0.610], [2.201, 1.339, -1.022], [-1.152, 1.337, -0.989], [1.737, -0.263, 0.756], [-2.742, 0.673, 1.017], [2.722, -0.341, 1.296], [-0.581, -0.187, -0.891], [-2.131, -0.042, -1.582], [1.080, 0.387, 1.282], [2.133, 0.187, -0.734], [1.587, -1.297, 0.558], [2.338, -0.801, -1.523], [-2.068, -0.025, 0.673], [-1.556, 0.326, -0.805], [-1.213, -0.141, 1.357]], "mulliken_charge": [0.23, -0.50, 0.31, -0.94, 0.31, 0.35, 0.03, 0.42, 0.24, 0.73, 0.38, -0.26, -0.74, -0.74, 0.20], "orbital_gap_ev": [11.6, 7.2], "homo_energy_ev": [-10.747, -10.526], "s_squared": 0.75, "multiplicity": 2}

=====

#2
{"formula": "C4H9O2", "method": "ωB97M-V/def2-TZVPD", "elements": ["H", "H", "H", "C", "H", "H", "O", "H", "C", "H", "O", "C", "H", "C", "H"], "coordinates": [[0.872, -2.392, -1.472], [1.364, -0.010, -0.597], [0.808, -2.086, 0.325], [0.278, -0.311, -0.761], [1.316, -0.241, 2.358], [-0.814, 1.636, -0.195], [0.937, 2.443, 0.297], [-0.576, 2.124, 1.667], [0.152, -1.831, -0.631], [1.047, -0.703, 1.839], [-1.065, -2.285, -0.459], [-0.575, 0.460, 0.324], [-0.039, 0.065, -1.796], [-0.112, 1.748, 0.801], [-1.411, -0.050, 0.770]], "mulliken_charge": [0.29, 0.27, 0.21, -0.33, 0.16, 0.18, -0.63, 0.44, -0.24, -0.16, -0.35, -0.56, 0.35, -0.05, 0.43], "orbital_gap_ev": [10.0, 7.1], "homo_energy_ev": [-9.317, -9.313], "s_squared": 0.76, "multiplicity": 2}

=====

Stability summary: most stable #1, least stable #2.

=====

#1
{"formula": "C34H94N8O9", "method": "ωB97M-V/def2-TZVPD", "elements": ["H", "H", "H", "H", "H", "C", "H", "H", "H", "C", "C", "H", "H", "H", "H", "H", "H", "H", "C", "C", "H", "H", "H", "H", "H", "H", "H", "H", "H", "H", "H", "C", "C", "N", "H", "C", "H", "H", "C", "C", "N", "O", "C", "C", "H", "H", "H", "H", "H", "C", "H", "H", "H", "H", "O", "C", "H", "C", "H", "H", "H", "O", "H", "H", "H", "H", "N", "C", "H", "H", "H", "H", "H", "H", "H", "H", "N", "H", "C", "C", "H", "H", "N", "C", "H", "C", "H", "C", "O", "H", "H", "O", "C", "H", "H", "O", "C", "H", "H", "N", "H", "H", "H", "H", "H", "C", "H", "H", "H", "C", "H", "H", "H", "H", "O", "H", "C", "C", "N", "H", "H", "H", "H", "H", "H", "H", "H", "H", "H", "C", "C", "H", "O", "H", "H", "C", "C", "N", "H", "O", "H", "H", "C", "C", "C"], "coordinates": [[-15.072, -8.355, 10.161], [-7.457, -4.684, 14.409], [-8.470, -9.375, 23.607], [-15.787, -10.777, 8.415], [-12.391, -4.973, 14.209], [-12.373, -13.351, 10.417], [-16.188, -10.242, 13.875], [-13.741, -12.663, 20.403], [-11.208, -15.084, 17.830], [-7.355, -9.747, 19.285], [-13.864, -12.749, 19.324], [-10.481, -9.984, 14.327], [-12.019, -14.320, 10.067], [-10.452, -13.049, 11.401], [-6.281, -9.602, 19.404], [-7.323, -9.660, 17.103], [-13.201, -15.162, 14.405], [-9.709, -5.777, 10.783], [-17.265, -11.349, 16.863], [-12.594, -6.194, 11.154], [-14.537, -13.986, 13.956], [-7.555, -7.421, 13.060], [-11.344, -13.049, 15.563], [-8.589, -3.747, 11.562], [-14.540, -13.569, 19.079], [-9.903, -7.317, 19.013], [-9.734, -6.359, 9.034], [-7.486, -2.879, 12.737], [-10.735, -11.851, 10.141], [-14.431, -11.879, 18.995], [-15.730, -9.344, 17.913], [-7.585, -3.651, 11.974], [-8.166, -9.102, 20.386], [-13.651, -9.778, 9.887], [-7.978, -8.029, 20.388], [-10.722, -6.950, 18.394], [-15.404, -11.739, 13.544], [-13.466, -4.740, 12.855], [-8.577, -8.951, 22.608], [-7.371, -6.791, 13.930], [-11.970, -8.751, 19.033], [-11.911, -5.841, 12.389], [-7.902, -9.243, 17.927], [-11.216, -12.432, 10.928], [-11.819, -7.155, 20.251], [-14.263, -14.398, 11.099], [-14.446, -9.657, 16.765], [-13.531, -13.455, 16.811], [-11.616, -7.691, 8.428], [-15.523, -9.736, 16.917], [-13.950, -12.886, 11.860], [-11.982, -10.785, 14.472], [-17.815, -10.744, 17.584], [-11.859, -8.903, 18.041], [-14.295, -7.332, 19.418], [-15.529, -6.684, 19.208], [-10.755, -7.311, 17.366], [-11.552, -6.848, 10.224], [-13.346, -6.972, 11.283], [-12.907, -7.983, 9.179], [-16.792, -9.321, 8.697], [-12.852, -14.275, 12.744], [-12.405, -12.435, 8.595], [-7.765, -8.376, 15.352], [-17.283, -12.979, 18.061], [-13.298, -6.390, 13.734], [-7.564, -11.255, 19.243], [-11.111, -14.748, 16.798], [-12.309, -8.545, 13.347], [-14.325, -15.616, 13.170], [-17.539, -11.080, 15.843], [-9.232, -9.283, 20.247], [-10.759, -5.863, 18.328], [-13.386, -10.084, 10.813], [-15.315, -9.199, 7.827], [-13.033, -8.413, 15.018], [-13.080, -12.668, 9.309], [-5.401, -6.521, 13.499], [-17.516, -12.827, 17.006], [-11.343, -13.294, 16.625], [-11.532, -7.706, 14.581], [-9.215, -7.730, 14.800], [-10.166, -12.515, 17.196], [-12.838, -5.478, 13.353], [-13.818, -13.239, 8.922], [-11.435, -9.920, 14.849], [-10.648, -5.011, 9.485], [-12.707, -12.890, 17.248], [-14.763, -10.006, 12.302], [-8.350, -6.738, 15.901], [-13.172, -5.662, 18.881], [-12.668, -12.995, 18.673], [-15.776, -9.716, 8.669], [-10.139, -15.102, 16.456], [-11.172, -7.770, 10.663], [-7.794, -9.557, 21.672], [-11.914, -7.287, 19.173], [-7.876, -8.154, 17.959], [-9.653, -9.048, 22.470], [-5.953, -6.678, 14.330], [-13.565, -10.683, 9.446], [-16.331, -7.044, 19.853], [-13.015, -11.854, 17.105], [-13.450, -6.924, 17.593], [-7.418, -11.593, 20.184], [-12.139, -8.597, 14.422], [-9.302, -13.037, 17.164], [-15.793, -6.853, 18.164], [-18.841, -12.838, 15.612], [-13.210, -6.724, 18.637], [-15.624, -13.825, 16.599], [-10.948, -10.818, 16.569], [-11.877, -15.281, 16.234], [-15.585, -11.315, 10.941], [-15.854, -11.137, 16.985], [-13.181, -5.398, 10.697], [-13.838, -14.752, 13.621], [-8.203, -7.420, 15.063], [-18.887, -13.106, 16.584], [-8.890, -5.308, 13.484], [-17.029, -14.846, 16.174], [-14.534, -10.478, 14.357], [-16.187, -9.298, 16.172], [-12.960, -8.884, 19.181], [-11.597, -11.741, 11.680], [-10.289, -12.273, 18.168], [-5.567, -7.561, 14.632], [-16.666, -13.551, 15.149], [-8.294, -7.900, 22.665], [-15.237, -10.661, 13.545], [-16.639, -13.828, 16.202], [-15.385, -5.621, 19.405], [-11.221, -9.957, 16.244], [-19.596, -12.532, 17.017], [-16.651, -9.966, 11.442], [-15.104, -9.435, 10.012], [-10.294, -5.963, 9.882], [-12.264, -7.217, 9.040], [-6.867, -3.304, 11.230], [-7.199, -4.907, 12.420], [-8.855, -9.727, 17.714], [-8.569, -11.302, 19.162], [-15.629, -10.257, 11.199], [-7.806, -5.320, 13.596], [-13.453, -13.782, 11.490]], "mulliken_charge": [0.25, 0.41, 0.31, 0.30, 0.23, 0.44, 0.46, 0.35, 0.35, 0.23, -0.55, 0.44, 0.36, 0.37, 0.45, 0.38, -0.02, 0.07, -0.69, -0.81, 0.09, 0.22, 0.10, 0.18, 0.27, -0.10, 0.48, 0.31, 0.45, 0.02, 0.67, -0.64, -0.64, -0.25, 0.57, -0.63, 0.33, 0.37, -0.78, 0.54, -0.48, -0.07, -0.87, -1.26, 0.40, 0.47, -0.36, -0.49, 0.28, -0.96, -0.34, 0.12, 0.32, -0.19, -0.38, -0.78, 0.05, 1.03, 0.16, 0.21, 0.44, -0.39, 0.26, 0.25, 0.31, 0.25, -0.71, -1.73, -0.10, 0.44, 0.29, 0.24, 0.52, -0.27, 0.41, 0.32, -0.58, 0.26, 0.11, 0.58, 0.48, -0.16, -0.57, -0.87, 0.20, -0.12, 0.36, 1.28, 0.02, 0.34, 0.55, -0.43, -1.77, 0.43, 0.16, -0.41, 0.30, 0.37, 0.30, -0.75, 0.42, 0.23, -0.46, 0.19, 0.35, -0.96, 0.28, 0.32, 0.29, -0.84, -0.29, -0.48, 0.33, 0.15, 0.25, 0.34, -0.35, -0.87, -0.70, 0.18, 0.53, -0.31, 0.53, 0.40, 0.06, 0.21, 0.24, 0.11, 0.32, -0.71, -0.57, 0.31, 0.39, 0.30, 0.53, 0.71, -1.30, -0.93, 0.25, -0.36, -0.07, 0.03, -0.71, -0.52, -0.17], "orbital_gap_ev": 9.0, "homo_energy_ev": -8.520, "smiles": "COC[C@H](C)N.COC[C@H](C)N.COC[C@H](C)N.COC[C@H](C)N.COC[C@H](C)N.COC[C@H](C)N.COC[C@H](C)N.COC[C@H](C)N.CCO"}

=====

#2
{"formula": "C34H94N8O9", "method": "ωB97M-V/def2-TZVPD", "elements": ["C", "H", "H", "H", "C", "O", "H", "O", "H", "C", "H", "H", "H", "N", "H", "C", "H", "H", "H", "N", "H", "N", "C", "H", "C", "H", "H", "H", "H", "H", "C", "C", "O", "H", "N", "H", "H", "C", "H", "H", "H", "H", "C", "H", "H", "H", "H", "H", "C", "C", "C", "H", "H", "H", "H", "H", "H", "H", "N", "C", "H", "H", "H", "C", "H", "H", "C", "O", "H", "N", "H", "H", "H", "C", "O", "H", "H", "C", "H", "O", "H", "H", "H", "H", "H", "H", "H", "C", "H", "C", "C", "H", "H", "H", "N", "C", "H", "H", "H", "H", "H", "C", "C", "C", "H", "H", "C", "H", "H", "C", "C", "H", "H", "H", "N", "C", "H", "C", "H", "H", "C", "H", "O", "H", "H", "H", "C", "O", "H", "H", "H", "H", "H", "H", "H", "H", "C", "H", "C", "O", "H", "H", "H", "H", "H"], "coordinates": [[4.764, -1.138, 0.522], [-4.653, 2.250, 4.242], [1.163, -1.009, 4.578], [4.763, -2.598, -1.082], [1.908, -1.618, -4.542], [3.818, -3.446, 0.526], [-0.142, 0.936, -0.618], [-1.365, 7.716, -0.809], [-3.711, -1.738, 1.410], [4.104, -2.296, -0.262], [4.392, 0.523, 6.393], [1.104, -3.185, -1.064], [-5.262, -1.784, 2.151], [-1.774, 2.664, 2.579], [-0.212, 3.585, -5.936], [2.341, -6.169, -1.544], [1.386, -2.792, 2.438], [-1.775, -3.596, 2.165], [-2.017, 6.612, 0.777], [1.135, 1.919, 2.943], [-0.447, -5.714, 3.534], [4.998, 0.046, -0.325], [-1.157, 3.722, -4.116], [4.099, 0.411, -0.634], [-0.452, -1.197, -0.331], [0.183, 1.880, 2.594], [3.292, 1.093, 4.345], [-2.372, -4.880, -3.029], [-1.248, -2.010, 2.549], [-0.652, 0.086, -6.181], [-1.153, -2.272, -7.265], [-1.629, 6.442, -0.236], [0.154, -1.533, -1.600], [-2.427, 1.344, 4.044], [-0.556, -4.949, 4.191], [-3.458, 3.566, 4.280], [-3.527, -2.007, 5.307], [1.096, -0.405, -4.947], [3.379, -5.866, -1.390], [4.609, -5.171, 1.340], [-2.103, -0.324, -2.605], [-2.289, 3.244, 1.927], [-2.402, 8.627, -0.703], [2.340, -3.997, -0.444], [3.121, -0.205, 1.596], [-2.396, 3.279, -2.410], [-1.520, -1.572, -8.022], [2.280, -2.151, -5.417], [-3.926, 2.813, 3.649], [1.000, -3.760, 2.763], [0.100, -5.210, -2.536], [-3.012, 0.986, -1.789], [-0.207, 3.645, -3.582], [-0.496, -5.744, -1.789], [0.163, -5.921, -3.365], [0.311, 1.478, 4.792], [-0.983, 3.672, -0.707], [2.097, -6.618, -0.580], [-1.046, 3.204, -5.502], [4.911, -4.153, 1.098], [5.756, -1.446, 0.861], [0.441, 3.721, 0.309], [-0.787, 5.803, -4.708], [-2.841, 1.805, 3.147], [-2.432, 0.411, 1.560], [-2.298, 9.454, -1.404], [1.151, 1.137, 4.175], [-2.546, -2.998, 3.849], [-0.175, -2.380, -1.938], [1.371, -4.106, -0.743], [5.709, -4.252, 0.357], [-0.827, 2.218, -5.386], [-2.362, 9.068, 0.302], [-0.309, 5.694, -0.126], [-0.512, -3.993, -2.977], [0.848, 7.148, 0.429], [-0.054, -0.505, 3.401], [-0.188, -0.790, -5.707], [5.294, 0.819, 0.260], [-4.164, -0.123, 2.684], [-2.392, -3.307, -3.711], [-2.471, 5.967, -0.751], [1.774, 0.271, -5.472], [2.593, 2.532, 5.111], [0.511, -0.298, -2.960], [-0.420, 0.476, 1.018], [-1.952, -2.398, -6.528], [-2.603, 0.635, -2.739], [-0.045, 0.863, -3.749], [-2.531, -1.992, 4.868], [4.065, -0.705, 1.825], [4.610, 0.058, 2.389], [-0.968, -1.012, -4.965], [-1.782, -2.221, 5.627], [0.832, 0.338, -3.694], [-0.218, -3.622, 3.688], [-1.952, 5.638, -3.391], [2.770, -1.320, -3.941], [-1.522, -1.137, -0.550], [-1.571, -4.880, 4.237], [-1.398, 3.253, 3.310], [-2.189, 2.860, -3.399], [-1.604, 5.192, -4.328], [-1.422, -2.990, 3.006], [1.858, -4.282, 3.188], [2.335, -6.899, -2.355], [0.959, -0.323, 3.751], [-1.003, -3.219, -7.781], [1.399, -2.319, -3.879], [2.438, 1.467, 4.921], [3.537, 0.947, 6.928], [-0.309, -1.966, 0.431], [-1.576, -4.622, -4.610], [-3.131, 2.767, -3.944], [0.596, 6.262, 0.861], [-3.308, 0.843, 2.051], [-4.528, 3.249, 2.850], [-0.511, 4.215, 0.112], [3.194, -1.989, -0.780], [2.028, -4.321, -2.652], [0.071, 0.145, 0.102], [0.678, -4.354, 1.906], [0.011, -1.821, -6.609], [-1.093, 4.061, 1.025], [1.325, 2.884, 3.190], [0.118, 5.777, -1.128], [-4.544, -1.096, 1.702], [2.390, 0.751, 6.149], [-3.376, 8.136, -0.783], [3.694, 1.964, 7.297], [-2.380, -0.983, 4.481], [1.152, 0.034, 0.191], [-5.108, -0.675, 0.867], [3.987, -1.478, 2.593], [-3.859, 1.430, 1.311], [3.455, 0.377, 7.856], [-1.765, -4.193, -3.625], [0.223, 6.590, 1.744], [1.506, -4.947, -1.918], [-1.620, 1.553, -3.213], [5.298, -3.663, 1.993], [0.092, -3.051, 4.567], [-2.471, 5.262, -4.982], [1.773, -0.600, 3.080], [-3.369, 0.494, -3.505]], "mulliken_charge": [0.37, 0.42, 0.46, 0.51, -1.65, -0.07, -0.14, -0.37, 0.05, 0.08, 0.32, -0.50, 0.28, -0.15, 0.27, -1.62, -0.14, 0.40, 0.48, -0.42, 0.33, -0.82, 0.80, 0.26, 0.21, -0.46, 0.06, 0.36, -0.80, 0.39, -0.71, -0.97, 0.87, 0.25, -0.80, 0.46, 0.31, 0.48, 0.35, 0.26, -0.28, 0.31, -0.81, 0.09, -0.16, 0.24, 0.30, 0.48, -1.75, -1.02, -1.29, 0.32, 0.30, 0.45, 0.46, 0.23, 0.18, 0.30, -0.79, -1.09, 0.34, 0.44, 0.38, -0.11, -0.24, 0.26, 0.73, -0.53, -0.32, 0.30, 0.41, 0.13, 0.31, 0.54, -0.17, 0.37, -0.47, -0.11, 0.36, -0.42, 0.24, 0.46, 0.25, 0.51, -0.38, -0.85, 0.25, -0.55, 0.45, -0.59, -0.66, 0.32, -0.05, 0.36, -0.43, 1.02, 0.23, 0.46, 0.19, 0.29, 0.34, -1.05, -1.47, 0.69, 0.44, 0.45, 0.40, 0.28, 0.15, -0.53, -0.80, -0.10, 0.27, 0.48, -0.77, 0.14, 0.36, -0.70, -0.74, 0.05, 0.97, 0.22, -0.37, -0.47, 0.34, 0.33, -0.52, -0.34, 0.32, 0.29, 0.03, -0.33, 0.35, 0.39, 0.51, 0.25, -0.92, 0.26, 1.11, 0.00, 0.25, -0.16, 0.42, -0.78, 0.38], "orbital_gap_ev": 8.9, "homo_energy_ev": -8.517, "smiles": "COC[C@H](C)N.COC[C@H](C)N.COC[C@H](C)N.COC[C@H](C)N.COC[C@H](C)N.COC[C@H](C)N.COC[C@H](C)N.COC[C@H](C)N.CCO"}

=====

Stability summary: most stable #2, least stable #1.

=====

#1
{"formula": "H4N2", "method": "ωB97M-V/def2-TZVPD", "elements": ["N", "H", "N", "H", "H", "H"], "coordinates": [[0.709, -0.356, -0.042], [-1.042, 0.305, 0.734], [-0.690, -0.250, -0.045], [0.942, 0.655, -0.186], [1.009, -0.810, 0.863], [-1.180, -1.187, -0.220]], "mulliken_charge": [-0.44, 0.20, -0.45, 0.25, 0.21, 0.22], "orbital_gap_ev": 10.1, "homo_energy_ev": -8.824, "smiles": "NN"}

=====

#2
{"formula": "H4N2", "method": "ωB97M-V/def2-TZVPD", "elements": ["H", "N", "H", "H", "N", "H"], "coordinates": [[-1.130, 0.801, -0.140], [-0.603, -0.067, 0.068], [0.827, 0.848, 0.246], [1.078, -0.792, 0.534], [0.732, 0.008, -0.221], [-0.903, -0.797, -0.487]], "mulliken_charge": [0.22, -0.44, 0.23, 0.26, -0.48, 0.21], "orbital_gap_ev": 9.4, "homo_energy_ev": -8.095, "smiles": "NN"}

=====

Stability summary: most stable #1, least stable #2.